1.
101
Properties=species:S:1:pos:R:3 method="wB97M-V/def2-TZVPD" charge=-1 e_homo_ev=-4.789 relative_energy_ev=2.138 spin_multiplicity=1
Ta 0.22 0.68 1.00
C 0.99 3.36 4.47
C 1.42 2.54 5.51
C 1.73 1.23 5.23
C 1.59 0.74 3.92
N 1.08 1.52 2.94
C 0.82 2.81 3.22
N 2.03 -0.53 3.69
C 2.40 -0.84 2.49
N 2.32 -0.10 1.34
C 3.19 -0.70 0.41
N 3.70 -0.26 -0.67
C 3.70 1.08 -1.03
C 3.49 1.42 -2.38
C 3.57 2.75 -2.75
C 3.87 3.70 -1.78
C 4.10 3.26 -0.49
N 4.02 1.99 -0.11
C 3.58 -2.03 0.94
C 4.38 -3.03 0.41
C 4.61 -4.14 1.20
C 4.10 -4.24 2.49
C 3.34 -3.20 3.04
C 3.09 -2.11 2.23
H 0.75 4.40 4.62
H 1.53 2.93 6.51
H 2.10 0.54 5.97
H 0.45 3.41 2.41
H 3.26 0.65 -3.09
H 3.38 3.04 -3.78
H 3.93 4.76 -2.02
H 4.35 3.97 0.30
H 4.79 -2.93 -0.59
H 5.20 -4.97 0.81
H 4.30 -5.13 3.08
H 2.96 -3.25 4.05
O -1.31 1.73 1.84
Cl 0.49 2.70 -1.04
O 0.17 4.05 -1.41
O -0.78 1.95 -0.70
O 1.10 2.67 0.36
N -6.80 0.42 -1.14
C -5.90 1.18 -0.41
C -4.67 1.55 -0.97
C -3.78 2.31 -0.25
C -4.10 2.73 1.03
C -5.33 2.40 1.59
C -6.22 1.63 0.88
S -2.92 3.66 1.93
O -2.08 4.36 1.01
O -3.59 4.36 3.00
N -1.94 2.55 2.71
C -2.28 1.96 3.94
S -3.46 2.55 5.06
C -3.03 1.27 6.14
C -2.05 0.51 5.58
N -1.63 0.91 4.34
H -6.39 -0.12 -1.89
H -7.47 -0.11 -0.60
H -4.41 1.21 -1.97
H -2.82 2.59 -0.68
H -5.57 2.75 2.59
H -7.18 1.37 1.31
H -3.51 1.15 7.10
H -1.59 -0.35 6.04
Se -0.65 -1.36 1.87
O 0.66 -0.18 -0.75
Si 0.23 -1.19 -1.94
C 1.15 -2.83 -1.78
C 0.53 -3.87 -1.08
C 1.15 -5.10 -0.92
C 2.41 -5.32 -1.47
C 3.05 -4.29 -2.15
C 2.43 -3.06 -2.28
C -1.61 -1.61 -2.05
C -2.60 -1.32 -1.11
C -3.91 -1.76 -1.29
C -4.26 -2.50 -2.41
C -3.30 -2.78 -3.37
C -1.99 -2.34 -3.18
C 0.57 -0.40 -3.63
C 1.22 -1.03 -4.69
C 1.41 -0.39 -5.91
C 0.94 0.90 -6.10
C 0.25 1.53 -5.07
C 0.06 0.88 -3.86
H -0.45 -3.71 -0.64
H 0.66 -5.88 -0.36
H 2.89 -6.28 -1.35
H 4.04 -4.45 -2.56
H 2.98 -2.25 -2.76
H -2.36 -0.76 -0.22
H -4.65 -1.53 -0.53
H -5.28 -2.85 -2.54
H -3.55 -3.35 -4.25
H -1.25 -2.58 -3.94
H 1.59 -2.04 -4.58
H 1.93 -0.90 -6.71
H 1.10 1.41 -7.05
H -0.15 2.53 -5.21
H -0.52 1.37 -3.09

---

2.
23
Properties=species:S:1:pos:R:3 method="wB97M-V/def2-TZVPD" e_homo_ev=-9.179 smiles="C=CC[C@H](C)NC.O" relative_energy_ev=1.927 spin_multiplicity=1
C 1.95 2.40 1.10
C 0.68 2.01 0.91
C 0.25 1.38 -0.39
C 0.28 -0.18 -0.30
C 0.73 -0.71 -1.68
N -1.06 -0.77 -0.08
C -1.70 -0.33 1.16
H 2.23 2.82 2.05
H 2.57 2.42 0.22
H 0.03 1.95 1.77
H 1.02 1.64 -1.12
H -0.72 1.67 -0.79
H 0.92 -0.50 0.52
H 0.26 -0.16 -2.49
H 0.60 -1.79 -1.73
H 1.80 -0.54 -1.88
H -1.69 -0.53 -0.84
H -0.98 -0.45 1.98
H -2.00 0.72 1.22
H -2.52 -1.02 1.37
O -0.62 -3.61 -0.54
H -0.52 -2.69 -0.26
H -1.50 -3.76 -0.22

---

3.
108
Properties=species:S:1:pos:R:3 method="wB97M-V/def2-TZVPD" charge=+1 e_homo_ev="-10.593 / -10.591" relative_energy_ev=0.000 spin_multiplicity=2 s2=0.755
Ti -0.45 1.17 1.77
C -2.22 -2.67 3.99
Sb -0.85 -1.04 4.06
C 0.13 -1.62 2.22
C 0.61 -1.93 5.43
C 1.88 -2.34 4.76
C 2.02 -3.65 4.31
C 3.15 -4.06 3.61
C 4.17 -3.16 3.36
C 4.05 -1.86 3.82
C 2.92 -1.43 4.52
C 2.84 -0.01 4.99
Sb 1.98 1.34 3.53
C 1.97 3.16 4.63
C 3.73 1.61 2.36
H -1.69 -3.58 3.74
H -2.97 -2.46 3.22
H -2.72 -2.78 4.95
H 1.00 -2.24 2.43
H 0.54 -0.82 1.57
H -0.60 -2.15 1.61
H 0.11 -2.79 5.87
H 0.77 -1.20 6.23
H 1.23 -4.37 4.52
H 3.23 -5.09 3.29
H 5.06 -3.47 2.83
H 4.86 -1.16 3.66
H 3.85 0.40 5.13
H 2.31 0.11 5.93
H 2.97 3.35 5.01
H 1.27 3.10 5.46
H 1.67 3.96 3.96
H 4.49 2.11 2.96
H 3.51 2.20 1.48
H 4.12 0.63 2.06
N 0.77 2.73 1.01
C 0.61 3.71 0.38
C 0.39 4.78 -0.43
C 0.34 6.10 0.09
N 0.31 7.17 0.52
C 0.16 4.46 -1.79
N -0.01 4.10 -2.88
C -2.99 4.80 3.74
C -2.25 3.96 4.56
C -1.53 2.90 4.00
C -1.53 2.70 2.63
C -2.28 3.55 1.81
C -3.00 4.59 2.37
H -3.55 5.62 4.17
H -2.24 4.11 5.63
H -0.99 2.24 4.67
H -2.28 3.42 0.73
H -3.58 5.25 1.73
C 0.49 -0.27 -8.86
C 0.45 -0.02 -7.37
C -0.57 0.70 -6.79
C -0.60 0.97 -5.43
C -1.75 1.76 -4.85
C 0.43 0.46 -4.63
Te 0.44 0.88 -2.56
N -0.91 0.96 -0.11
C -2.04 0.44 0.27
O -2.09 0.07 1.55
C -3.26 0.27 -0.53
C -3.47 1.07 -1.65
C -4.62 0.90 -2.41
C -5.55 -0.07 -2.06
C -5.34 -0.87 -0.94
C -4.20 -0.69 -0.16
C 0.47 -1.11 -1.89
C 1.43 -1.45 -0.93
C 2.39 -0.44 -0.35
C 1.50 -2.76 -0.49
C 0.62 -3.73 -0.95
C 0.68 -5.15 -0.45
C -0.35 -3.36 -1.88
C -0.45 -2.06 -2.36
C -1.53 -1.73 -3.35
C 1.50 -0.26 -5.19
C 2.66 -0.78 -4.39
C 1.48 -0.49 -6.56
H -0.48 -0.08 -9.31
H 0.79 -1.29 -9.08
H 1.21 0.40 -9.33
H -1.38 1.08 -7.41
H -2.31 2.24 -5.65
H -1.40 2.54 -4.18
H -2.43 1.10 -4.31
H -2.75 1.83 -1.89
H -4.80 1.54 -3.26
H -6.45 -0.20 -2.65
H -6.07 -1.62 -0.67
H -4.03 -1.30 0.72
H 1.90 0.50 -0.07
H 3.19 -0.19 -1.04
H 2.85 -0.85 0.55
H 2.24 -3.03 0.25
H 1.48 -5.27 0.29
H 0.87 -5.84 -1.27
H -0.26 -5.44 0.01
H -1.07 -4.09 -2.23
H -2.33 -2.47 -3.29
H -1.15 -1.72 -4.38
H -1.98 -0.75 -3.15
H 3.04 -0.03 -3.69
H 3.48 -1.06 -5.04
H 2.38 -1.66 -3.80
H 2.31 -1.03 -7.01

---

4.
45
Properties=species:S:1:pos:R:3 method="wB97M-V/def2-TZVPD" e_homo_ev=-9.606 smiles=CO.CO.CO.CO.CO.CO.CO.O relative_energy_ev=2.964 spin_multiplicity=1
C 0.45 -2.65 -0.26
O 0.67 -1.30 -0.69
H 1.32 -3.27 -0.52
H 0.23 -2.65 0.77
H -0.33 -3.10 -0.83
H 1.01 -1.31 -1.62
C 2.29 0.75 -2.72
O 1.55 -0.39 -3.10
H 1.72 1.54 -2.24
H 2.97 0.47 -1.96
H 2.85 1.27 -3.50
H 1.08 -0.14 -3.91
C 1.28 3.39 0.59
O 0.22 2.50 0.38
H 1.49 3.55 1.65
H 2.22 3.03 0.13
H 0.99 4.36 0.14
H -0.05 2.11 1.21
C -4.24 1.02 1.21
O -4.12 1.26 -0.22
H -4.45 0.02 1.53
H -3.35 1.36 1.72
H -5.00 1.66 1.63
H -3.41 0.72 -0.59
C -2.82 -2.26 -2.28
O -2.28 -3.54 -2.05
H -3.45 -1.88 -1.49
H -2.00 -1.56 -2.38
H -3.35 -2.25 -3.25
H -3.01 -4.14 -2.20
C 0.89 0.96 3.72
O -0.12 1.78 3.06
H 1.00 0.00 3.19
H 1.88 1.44 3.68
H 0.64 0.68 4.72
H -0.51 2.44 3.64
C 3.52 -1.40 1.00
O 2.53 -0.39 1.15
H 4.15 -1.42 1.89
H 3.07 -2.42 0.91
H 4.14 -1.28 0.15
H 1.80 -0.69 0.55
O -1.52 0.47 -1.05
H -1.25 1.35 -0.72
H -0.70 -0.07 -1.02